[1]
Density functional theory data (ωB97M-V/def2-TZVPD) for C34H40N4O2OsP2 as an isolated structure in a non-equilibrium geometry.

For the gap between HOMO and LUMO (spin up / spin down), the calculation gives 6.1 / 3.0 eV. Its energy above the lowest of the compared OMol25 structures with the same formula, charge and spin is 3.40 kJ/mol. The calculation puts the HOMO energy (spin up / spin down) at -12.379 / -12.379 eV. As for the net charge: +2. As for the expectation value of S²: 6.043. The spin multiplicity is 5.

Last column: Löwdin spin population.
Cartesian coordinates (Å):
Os 0.426 -0.812 2.557  2.258
P 1.856 -0.943 -2.198  -0.001
P -2.029 -0.108 -2.195  0.001
O -1.441 -1.804 4.774  0.027
O 0.376 -0.468 4.579  0.182
N -2.084 1.510 -2.801  0.000
N -3.468 -0.631 -3.095  0.000
N 2.379 -2.202 -3.374  0.038
N 3.185 0.143 -2.664  0.001
C -4.868 -2.281 -3.790  0.000
C 0.642 -0.114 -3.346  0.001
C 4.300 0.391 -1.853  0.017
C 0.275 0.901 0.195  0.038
C -0.794 1.277 8.298  0.000
C 1.632 0.908 2.356  -0.018
C -1.159 0.703 0.671  0.031
C -1.426 0.217 2.078  0.023
C -5.177 -1.090 -4.531  0.000
C -1.233 0.371 9.272  0.003
C 3.432 0.752 -3.904  0.018
C -1.213 1.107 3.159  0.110
C -1.241 -1.393 7.624  0.003
C -0.768 -0.499 6.659  0.004
C -1.882 3.265 -4.227  0.000
C -1.940 2.675 -2.030  0.001
C -1.448 -0.974 8.938  0.000
C 2.886 -3.380 -5.254  0.103
C -0.463 2.375 3.068  0.014
C -0.747 -0.785 -3.340  0.000
C 5.210 1.170 -2.558  0.007
C 4.668 1.388 -3.866  0.009
C -3.820 -1.987 -2.944  0.000
C 1.737 -2.231 2.890  0.089
C -2.012 1.885 -4.148  0.000
C 2.521 -2.131 -4.765  0.327
C 1.059 2.273 2.739  0.004
C -0.638 -0.995 5.242  0.024
C -0.537 0.835 6.996  0.002
C -4.306 -0.097 -4.087  0.000
C 2.659 -3.522 -2.994  0.325
C 1.358 0.330 1.080  0.084
C -1.790 3.751 -2.879  0.000
C 2.961 -4.266 -4.130  0.132
H 0.371 0.389 -0.774  0.001
H -5.362 -3.245 -3.877  0.000
H 2.177 -0.165 0.551  0.016
H -3.268 -2.603 -2.241  0.000
H -2.062 1.143 -4.932  0.000
H -1.422 -2.420 7.309  0.000
H -2.225 -0.525 2.194  0.007
H 3.199 -5.320 -4.166  0.002
H -1.632 4.783 -2.580  0.000
H -0.929 3.133 2.401  0.007
H 1.791 -2.898 2.016  0.022
H -1.436 0.718 10.283  0.000
H -1.670 -0.023 -0.001  0.001
H -0.662 2.335 8.538  0.000
H 3.071 -3.611 -6.296  0.001
H -1.878 3.842 -5.145  0.000
H -0.150 1.500 6.217  0.000
H -0.512 2.814 4.085  0.000
H 2.607 0.693 2.809  0.006
H 2.725 -1.776 3.101  0.029
H -5.935 -0.984 -5.300  0.000
H 1.381 -2.790 3.772  0.018
H 0.629 0.959 -3.077  0.000
H -1.988 2.639 -0.951  0.001
H 1.627 2.603 3.628  0.001
H -4.231 0.931 -4.418  0.000
H 4.316 -0.002 -0.848  0.001
H 2.706 0.706 -4.700  0.000
H 2.580 -3.801 -1.952  0.012
H -1.162 -0.708 -4.360  0.000
H 1.282 3.008 1.945  -0.002
H 5.112 1.924 -4.685  0.000
H 2.298 -1.226 -5.315  0.009
H -1.872 1.019 4.029  0.001
H 0.470 1.958 -0.054  0.004
H -1.799 -1.695 9.685  0.000
H 6.158 1.540 -2.184  0.000
H -0.678 -1.858 -3.080  0.000
H -1.685 1.659 0.564  0.002
H 0.982 -0.166 -4.389  0.001



[2]
Density functional theory data (ωB97M-V/def2-TZVPD) for one molecule with the formula C4H10N2O2 in a non-equilibrium geometry.

For the gap between HOMO and LUMO, the calculation gives 10.5 eV. Its energy above the lowest of the compared OMol25 structures with the same formula, charge and spin is 335.60 kJ/mol. The calculation puts the HOMO energy at -9.764 eV. The spin multiplicity is 1.

Last column: natural (NBO) charge in e.
Cartesian coordinates (Å):
O -0.602 1.825 -0.187  -0.713
O -2.481 -0.117 -0.802  -0.580
N -1.111 -0.487 -0.736  -0.348
N 1.937 0.994 -0.770  -0.613
C -0.569 0.202 1.531  -0.633
C -0.327 0.460 0.047  0.288
C 1.593 -1.291 -0.179  -0.680
C 1.114 0.112 -0.389  0.278
H -0.519 -0.860 1.749  0.218
H -2.935 -0.771 -0.253  0.471
H 2.564 -1.416 -0.648  0.237
H -1.557 0.575 1.791  0.230
H -0.750 1.968 -1.130  0.475
H 0.189 0.724 2.109  0.223
H 1.584 1.950 -0.706  0.351
H 1.692 -1.494 0.886  0.229
H 0.877 -1.995 -0.595  0.230
H -0.697 -0.381 -1.717  0.336



[3]
Density functional theory data (ωB97M-V/def2-TZVPD) for a 4-piece molecular cluster, C4H8Cl8 overall in a non-equilibrium geometry.

For the gap between HOMO and LUMO, the calculation gives 11.2 eV. Its energy above the lowest of the compared OMol25 structures with the same formula, charge and spin is 34.30 kJ/mol. The calculation puts the HOMO energy at -10.771 eV. The spin multiplicity is 1.

Last column: natural (NBO) charge in e.
Cartesian coordinates (Å):
Cl -9.638 15.627 -20.432  -0.037
Cl -12.396 16.510 -20.859  -0.001
Cl -14.115 22.574 -22.130  -0.013
Cl -12.196 24.515 -16.594  -0.024
Cl -11.400 19.415 -17.785  -0.042
Cl -13.034 20.842 -15.765  -0.026
Cl -14.522 23.332 -17.650  -0.015
Cl -12.023 22.599 -20.161  -0.031
C -13.495 24.763 -17.749  -0.403
C -11.552 20.878 -16.766  -0.383
C -10.950 16.692 -19.888  -0.409
C -12.517 23.201 -21.741  -0.403
H -11.636 21.784 -17.366  0.224
H -11.865 22.756 -22.492  0.226
H -11.098 16.465 -18.832  0.225
H -12.465 24.289 -21.783  0.223
H -14.062 25.665 -17.518  0.224
H -10.553 17.706 -19.941  0.223
H -10.680 21.018 -16.127  0.223
H -13.124 24.870 -18.769  0.220



[4]
Density functional theory data (ωB97M-V/def2-TZVPD) for a 2-piece molecular cluster, HI2P overall.

For the gap between HOMO and LUMO (spin up / spin down), the calculation gives 7.6 / 7.8 eV. Its energy above the lowest of the compared OMol25 structures with the same formula, charge and spin is 329.85 kJ/mol. The calculation puts the HOMO energy (spin up / spin down) at -8.427 / -9.674 eV. The spin multiplicity is 1.

Last column: natural (NBO) charge in e.
Cartesian coordinates (Å):
I -0.872 -1.856 0.223  -0.086
I -1.300 2.146 0.372  -0.070
P -0.461 0.276 -0.938  0.152
H 2.633 -0.565 0.343  0.004



[5]
Density functional theory data (ωB97M-V/def2-TZVPD) for C24H24AsClO5PS6Tc as an isolated structure in a non-equilibrium geometry.

For the gap between HOMO and LUMO (spin up / spin down), the calculation gives 4.7 / 4.7 eV. Its energy above the lowest of the compared OMol25 structures with the same formula, charge and spin is 111.14 kJ/mol. The calculation puts the HOMO energy (spin up / spin down) at -7.715 / -7.715 eV. The spin multiplicity is 1.

Last column: natural (NBO) charge in e.
Cartesian coordinates (Å):
Tc 1.873 -1.021 1.648  0.855
As 4.203 -0.184 3.876  0.894
Cl -4.264 -0.160 0.769  0.008
S 2.016 -0.888 3.927  -0.112
S -1.631 -1.296 -1.412  0.001
S 4.507 1.719 4.678  -0.631
S 5.493 -1.628 4.644  -0.582
S 4.002 -0.327 1.587  -0.033
S 1.854 -1.242 -0.988  -0.482
P 0.234 -0.453 -1.853  1.165
O -0.996 1.627 1.826  -0.552
O 0.859 0.463 1.472  -0.615
O 2.140 -2.824 1.662  -0.603
O 1.086 -4.669 2.341  -0.534
O 2.394 2.264 2.384  -0.742
C 1.076 3.455 -2.347  -0.195
C -2.693 -2.372 0.841  -0.012
C -3.970 -1.849 1.044  -0.035
C 0.196 1.540 1.925  0.812
C 0.358 -0.700 -3.644  -0.310
C 0.531 -0.941 -6.394  -0.185
C -1.557 -1.494 0.419  -0.548
C -1.232 3.354 -1.665  -0.208
C 1.474 -1.299 -4.212  -0.196
C 0.713 2.527 4.126  -0.631
C -0.139 4.085 -2.101  -0.188
C 1.053 2.601 2.633  0.161
C 0.076 1.354 -1.764  -0.333
C 1.188 2.087 -2.176  -0.212
C -2.507 -3.738 1.014  -0.190
C 2.088 -4.100 2.017  0.663
C -1.134 1.980 -1.501  -0.206
C 0.689 3.977 2.079  -0.624
C 1.557 -1.417 -5.592  -0.207
C -4.796 -4.003 1.680  -0.188
C -3.545 -4.550 1.439  -0.207
C -5.016 -2.652 1.466  -0.229
C -0.670 -0.209 -4.447  -0.217
C -0.583 -0.340 -5.821  -0.193
H -0.389 4.119 2.144  0.227
H -3.370 -5.607 1.584  0.224
H 1.222 3.335 4.652  0.223
H 2.426 -1.877 -6.043  0.223
H -0.363 2.622 4.269  0.225
H 0.602 -1.026 -7.470  0.221
H -5.606 -4.627 2.033  0.222
H 1.929 4.031 -2.682  0.224
H -0.604 -1.974 0.644  0.204
H 3.078 -4.576 2.008  0.139
H 2.971 2.751 2.990  0.508
H 1.052 1.587 4.557  0.231
H -1.379 0.034 -6.452  0.222
H -1.529 0.279 -4.002  0.227
H 2.275 -1.660 -3.582  0.237
H -1.626 -0.504 0.868  0.267
H -2.170 3.852 -1.458  0.224
H -5.997 -2.221 1.613  0.231
H 1.188 4.749 2.665  0.216
H -0.233 5.153 -2.252  0.222
H -1.993 1.409 -1.176  0.240
H 2.127 1.579 -2.368  0.233
H -1.532 -4.170 0.839  0.228
H 0.995 4.063 1.038  0.220



Which of these has the lowest energy above the lowest of the compared OMol25 structures with the same formula, charge and spin? C34H40N4O2OsP2



What is the energy above the lowest of the compared OMol25 structures with the same formula, charge and spin in the fifth record? 111.14 kJ/mol